No. 1
Computed, not measured: a structure of composition C29H36FeGe2IN3O3S, with ωB97M-V with the def2-TZVPD basis set.

Positions of all 76 atoms, in Å:
I -0.75 -1.64 6.80
Ge 1.60 -0.28 -2.01
Ge 1.12 0.48 0.30
Fe -1.35 0.30 -1.42
S -3.08 1.53 -0.19
O -1.73 -3.55 0.11
O -1.47 -1.36 -0.16
O -0.57 2.10 -1.50
N -2.49 -3.73 -2.56
N -1.11 3.16 -0.89
N -3.06 -0.72 -2.37
C -2.06 5.38 0.35
C -0.88 -3.15 4.19
C -1.55 -0.97 2.61
C 2.52 -3.20 1.86
C 1.94 2.22 0.61
C -3.09 -1.57 -3.59
C 2.99 4.79 0.99
C -0.40 4.31 -0.95
C 2.66 -2.95 3.22
C 3.51 -0.72 -2.10
C 1.93 -0.69 2.86
C 2.08 -2.20 1.01
C -1.37 -2.22 2.04
C -2.28 3.05 -0.22
C 3.25 4.10 -0.18
C 2.72 2.83 -0.37
C 1.19 0.93 -3.51
C -0.85 5.44 -0.34
C -1.52 -2.35 0.58
C 1.68 2.94 1.78
C -3.52 -2.99 -3.31
C 0.61 -1.93 -2.50
C -2.76 4.20 0.41
C 2.37 -1.69 3.71
C -1.41 -0.80 3.98
C -1.05 -3.32 2.83
C -1.05 -1.90 4.76
C 1.79 -0.92 1.49
C 2.20 4.21 1.97
H 2.93 2.31 -1.30
H 3.00 -3.73 3.88
H -2.45 6.27 0.85
H -0.91 -4.29 2.38
H -3.76 -1.12 -4.32
H 1.09 -2.32 -3.40
H 3.77 -1.48 -1.35
H 1.58 1.93 -3.34
H -2.09 -1.58 -4.05
H 1.99 4.74 2.89
H -3.30 -1.30 -1.57
H -3.75 -3.48 -4.27
H 0.65 -2.70 -1.72
H -0.60 -4.00 4.81
H -4.44 -2.99 -2.72
H -1.82 -0.12 1.98
H -3.78 0.00 -2.42
H 1.67 0.51 -4.40
H 2.75 -4.18 1.46
H 2.48 -1.48 4.77
H 3.87 4.54 -0.95
H -1.56 0.16 4.43
H 0.12 1.02 -3.71
H 1.72 0.29 3.27
H -3.70 4.13 0.94
H 3.75 -1.11 -3.09
H -2.80 -4.70 -2.45
H -0.27 6.35 -0.40
H 1.05 2.51 2.56
H 3.40 5.78 1.14
H -0.44 -1.75 -2.73
H 4.12 0.16 -1.91
H -1.94 -3.51 -0.87
H 0.53 4.23 -1.50
H -1.64 -3.78 -3.11
H 1.98 -2.42 -0.05

Values from the calculation:
⟨S²⟩: 8.766
strongest force on any atom: 0.93 eV Å⁻¹
Kohn-Sham gap (spin up / spin down): 0.260 / 0.265 Ha
multiplicity: 6
charge: +1
LUMO energy (spin up / spin down): -2.3 / -3.6 eV

No. 2
Computed, not measured: a structure of composition C18H24ClCuN2O5Si, with ωB97M-V with the def2-TZVPD basis set.

Positions of all 52 atoms, in Å:
Cu 1.44 0.26 0.62
Cl -3.77 3.58 0.89
Si 0.65 -1.05 -2.55
O 1.94 4.83 0.33
O 2.32 2.64 0.26
O 0.00 6.30 0.69
O 1.24 -0.22 -1.36
O -2.21 6.19 1.00
N -0.29 2.06 0.30
N -1.62 2.05 0.40
C -2.10 3.30 0.61
C 0.07 -2.81 -2.11
C -3.48 0.69 -0.42
C -1.04 4.18 0.62
C 0.08 3.32 0.41
C -2.40 -1.53 0.85
C 1.89 -1.30 -3.97
C 1.56 3.58 0.33
C -2.32 0.80 0.32
C 2.94 -2.46 3.68
C 2.71 -1.79 2.32
C -1.11 5.68 0.78
C -3.58 -1.64 0.13
C -4.12 -0.53 -0.51
C 2.25 -2.84 1.31
C 1.72 -0.62 2.38
C -0.88 -0.26 -3.36
C -1.76 -0.30 0.95
H 0.89 -3.40 -1.71
H -4.07 -2.61 0.04
H 1.48 -1.88 -4.80
H 3.68 -3.27 3.63
H 3.68 -1.41 1.97
H 2.78 -1.81 -3.60
H -1.23 -0.82 -4.24
H 2.21 -0.32 -4.36
H 1.27 -3.23 1.59
H 2.06 0.07 3.17
H -0.65 0.77 -3.67
H -1.96 -2.40 1.32
H -3.87 1.56 -0.94
H 0.77 -1.04 2.78
H 3.29 -1.72 4.41
H 1.10 5.48 0.47
H 2.15 -2.38 0.32
H -5.03 -0.63 -1.09
H -0.71 -2.76 -1.34
H 2.00 -2.87 4.06
H -0.35 -3.34 -2.98
H -0.82 -0.19 1.47
H 2.95 -3.69 1.25
H -1.70 -0.21 -2.64

Values from the calculation:
strongest force on any atom: 0.55 eV Å⁻¹
Kohn-Sham gap: 0.197 Ha
multiplicity: 1
charge: -2
LUMO energy: 4.6 eV

Number 1: DFT total energy -7629.889120 a.u.. Number 2: DFT total energy -3576.329008 a.u..